{
  "formula": "C19H19MoN2PSSe3",
  "method": "wB97M-V/def2-TZVPD",
  "species": ["Mo", "Se", "P", "Se", "C", "C", "C", "C", "C", "C", "C", "C", "C", "C", "C", "C", "H", "H", "H", "H", "H", "H", "H", "H", "H", "H", "C", "H", "H", "H", "N", "C", "S", "C", "C", "C", "N", "C", "C", "H", "H", "H", "H", "H", "H", "Se"],
  "coordinates": [[-0.4437, 1.3771, -1.7291], [0.0618, 0.9366, 1.0827], [-1.3931, -0.5762, 0.7176], [-1.6318, -0.7892, -1.4334], [-1.0021, -2.1713, 1.4727], [-0.9311, -2.2415, 2.8677], [-0.6103, -3.4351, 3.4908], [-0.3535, -4.5717, 2.7264], [-0.4197, -4.5070, 1.3444], [-0.7442, -3.3058, 0.7155], [-3.0045, -0.1646, 1.4150], [-4.0247, -1.1197, 1.4312], [-5.2759, -0.7914, 1.9247], [-5.5203, 0.4946, 2.4024], [-4.5121, 1.4443, 2.3839], [-3.2517, 1.1165, 1.8909], [-1.1247, -1.3600, 3.4702], [-0.5595, -3.4820, 4.5717], [-0.1007, -5.5060, 3.2152], [-0.2198, -5.3888, 0.7482], [-0.7954, -3.2566, -0.3639], [-3.8439, -2.1219, 1.0594], [-6.0638, -1.5347, 1.9379], [-6.5003, 0.7524, 2.7869], [-4.7002, 2.4465, 2.7490], [-2.4568, 1.8505, 1.8620], [-0.3728, 0.9646, -3.8147], [-1.3601, 1.0304, -4.2699], [-0.0234, -0.0666, -3.9704], [0.3177, 1.6346, -4.3361], [6.4605, 2.9578, -1.3911], [5.9507, 1.8435, -1.9288], [6.8694, 0.6616, -2.5758], [4.4136, 1.7857, -1.8870], [3.7701, 0.6270, -2.2435], [2.3841, 0.5708, -2.2217], [1.6320, 1.6084, -1.8327], [2.2513, 2.7429, -1.4790], [3.6284, 2.8615, -1.5114], [7.4640, 3.0356, -1.3574], [5.9163, 3.6239, -0.8749], [4.3445, -0.2371, -2.5518], [1.8559, -0.3255, -2.5094], [1.6177, 3.5552, -1.1611], [4.0286, 3.8278, -1.2332], [-1.7267, 3.2031, -1.5902]],
  "forces_ev_per_a": [[-0.9, 0.6, 1.7], [0.4, 0.2, -0.6], [-0.3, -0.4, 0.1], [-0.2, -0.1, -0.5], [0.1, -0.1, 0.3], [0.0, 0.0, 0.0], [0.0, 0.0, -0.1], [0.0, 0.0, 0.1], [0.0, 0.1, 0.0], [0.0, -0.1, 0.1], [-0.2, 0.1, 0.2], [0.0, 0.0, 0.0], [0.0, 0.1, 0.0], [0.0, -0.1, 0.0], [0.1, 0.0, 0.0], [-0.1, 0.0, 0.0], [0.0, 0.0, -0.1], [0.0, 0.0, 0.0], [0.0, 0.1, 0.0], [0.0, 0.0, 0.0], [0.0, 0.0, 0.0], [0.0, 0.0, 0.0], [0.0, 0.0, 0.0], [0.0, 0.0, 0.0], [0.0, 0.0, 0.0], [0.0, 0.0, 0.0], [0.3, -0.2, -0.1], [0.0, 0.0, -0.1], [0.0, 0.0, -0.1], [0.0, 0.0, -0.1], [0.4, 0.0, 0.0], [-1.4, 0.2, 0.2], [0.1, -0.2, -0.1], [1.4, 0.1, -0.1], [-0.5, -0.6, -0.2], [0.4, 0.0, 0.1], [0.3, 0.2, -0.3], [0.4, -0.1, -0.1], [-0.5, 0.5, 0.2], [0.0, 0.0, 0.0], [0.0, 0.0, 0.0], [0.0, 0.0, 0.0], [0.0, -0.1, -0.1], [-0.1, 0.1, 0.0], [0.0, -0.1, 0.0], [0.3, -0.4, -0.2]],
  "nbo_charge": [0.302, -0.369, 1.060, -0.201, -0.432, -0.123, -0.225, -0.190, -0.209, -0.185, -0.446, -0.126, -0.228, -0.189, -0.208, -0.176, 0.217, 0.218, 0.217, 0.219, 0.233, 0.214, 0.217, 0.216, 0.219, 0.243, -0.950, 0.222, 0.200, 0.187, -0.755, 0.088, -0.104, -0.076, -0.184, 0.045, -0.431, 0.052, -0.219, 0.415, 0.395, 0.258, 0.226, 0.233, 0.213, -0.084],
  "e_homo_ev": [-7.008, -6.994],
  "fmax_ev_per_a": 2.01,
  "e_lumo_ev": [-1.00, -0.98],
  "gap_ev": [6.008, 6.018],
  "relative_energy_kj_mol": 36.9
}

=====

{
  "formula": "C28H68Cl8O12",
  "method": "wB97M-V/def2-TZVPD",
  "species": ["C", "O", "C", "C", "O", "C", "H", "H", "H", "H", "H", "H", "H", "H", "H", "H", "C", "O", "C", "C", "O", "C", "H", "H", "H", "H", "H", "H", "H", "H", "H", "H", "C", "O", "C", "C", "O", "C", "H", "H", "H", "H", "H", "H", "H", "H", "H", "H", "C", "O", "C", "C", "O", "C", "H", "H", "H", "H", "H", "H", "H", "H", "H", "H", "C", "O", "C", "C", "O", "C", "H", "H", "H", "H", "H", "H", "H", "H", "H", "H", "C", "O", "C", "C", "O", "C", "H", "H", "H", "H", "H", "H", "H", "H", "H", "H", "Cl", "C", "Cl", "H", "H", "Cl", "C", "Cl", "H", "H", "Cl", "C", "Cl", "H", "H", "Cl", "C", "Cl", "H", "H"],
  "coordinates": [[3.5115, 3.6984, -2.6124], [2.3103, 3.2645, -2.0454], [1.3800, 2.6437, -2.9898], [0.1339, 3.5310, -3.1587], [0.5358, 4.6325, -3.9869], [-0.4974, 5.5179, -4.3649], [3.1607, 4.4329, -3.3624], [4.1402, 2.9437, -3.1260], [4.0922, 4.1942, -1.8684], [0.9959, 1.7405, -2.5057], [1.8973, 2.4843, -3.9222], [-0.2401, 3.9105, -2.2312], [-0.7254, 2.8873, -3.5650], [0.0063, 6.4198, -4.8066], [-1.0865, 5.9391, -3.5094], [-1.1536, 5.0934, -5.1800], [-1.4344, -5.3435, -2.4544], [-0.5270, -4.2222, -2.3083], [0.8306, -4.6351, -2.5443], [1.6751, -3.6643, -1.6974], [2.9561, -3.3382, -2.2802], [3.6299, -4.5471, -2.6087], [-1.9558, -5.1375, -3.3820], [-2.1564, -5.2043, -1.6146], [-0.9118, -6.2724, -2.4315], [1.1144, -4.6727, -3.6004], [1.0303, -5.5988, -2.0889], [1.8926, -4.1677, -0.7683], [1.1017, -2.7145, -1.5930], [3.5775, -5.2838, -1.7693], [4.7248, -4.2599, -2.7545], [3.4027, -5.0432, -3.5686], [4.0525, -7.5097, 1.6782], [5.1858, -6.5636, 1.8944], [5.4345, -5.5539, 0.8862], [4.8703, -4.2810, 1.3153], [3.4405, -4.3342, 1.1376], [2.7669, -3.1781, 1.6070], [3.9861, -7.9446, 2.6598], [4.3641, -8.2958, 1.0041], [3.2047, -6.9592, 1.3795], [5.0742, -5.9361, -0.0852], [6.5053, -5.3454, 0.7728], [5.2366, -3.4716, 0.6718], [5.1019, -4.1558, 2.3812], [1.8547, -3.1317, 1.0096], [3.4695, -2.3287, 1.3860], [2.5684, -3.2221, 2.6843], [-1.8036, -1.3595, -3.1906], [-2.7661, -1.9202, -2.3064], [-2.3244, -1.6467, -0.9444], [-3.1553, -2.2653, 0.1065], [-3.2333, -3.7058, -0.0052], [-4.1860, -4.2161, 0.9219], [-2.1809, -1.4263, -4.2189], [-0.8352, -1.8196, -3.1199], [-1.6950, -0.2853, -2.9983], [-2.2968, -0.5024, -0.8559], [-1.3105, -2.0960, -0.8015], [-4.1941, -1.8661, 0.0961], [-2.8142, -1.9663, 1.1313], [-4.2974, -5.2418, 0.6987], [-5.1258, -3.6686, 0.7283], [-3.8988, -4.0781, 1.9342], [-4.8977, 1.4160, 0.0733], [-3.9002, 2.3809, 0.3133], [-3.6876, 3.2892, -0.7384], [-3.6765, 4.7394, -0.0836], [-2.5034, 4.8880, 0.6726], [-2.4895, 6.2106, 1.2272], [-4.6541, 0.7558, -0.8239], [-5.8400, 1.9074, -0.1247], [-4.9112, 0.6880, 0.8991], [-4.5165, 3.2219, -1.5294], [-2.6963, 3.1610, -1.1046], [-4.5733, 4.7251, 0.5565], [-3.7487, 5.4239, -0.9393], [-2.1387, 6.9456, 0.5278], [-1.7340, 6.2477, 2.0263], [-3.4968, 6.4510, 1.6063], [-0.1232, 1.4770, 4.6517], [-0.3003, 2.7283, 3.9861], [0.8749, 3.5372, 4.1282], [2.1047, 3.0945, 3.4214], [1.7929, 2.9861, 2.0197], [2.9360, 2.9230, 1.1860], [0.1678, 1.5706, 5.7082], [0.6165, 0.8253, 4.1613], [-1.1046, 0.9606, 4.5935], [1.0164, 3.7361, 5.1796], [0.5810, 4.4959, 3.6716], [2.4926, 2.1273, 3.7638], [2.8113, 3.9338, 3.5638], [3.4935, 3.8487, 1.3694], [2.6595, 2.6968, 0.1829], [3.5964, 2.1132, 1.6462], [1.3943, 6.0549, 0.7869], [1.0205, 6.1693, -0.9628], [1.9991, 7.4500, -1.6225], [1.2255, 5.1708, -1.3406], [-0.0098, 6.4136, -1.0272], [-0.3570, 1.4676, -0.3004], [-1.0133, 1.0392, 1.2913], [-0.2739, -0.4550, 1.8707], [-0.7196, 1.9380, 1.9526], [-2.1222, 0.9548, 1.1619], [-6.0086, 2.8861, 2.8519], [-4.5402, 3.3877, 3.6515], [-3.8555, 2.0962, 4.6842], [-3.7906, 3.5334, 2.9028], [-4.7042, 4.2519, 4.3207], [-0.5841, -6.9018, 0.4281], [-0.1128, -5.2658, 0.9446], [-0.2540, -5.0011, 2.6751], [0.9263, -5.0224, 0.6348], [-0.7810, -4.6266, 0.4452]],
  "forces_ev_per_a": [[-0.7, 0.8, -1.9], [-1.0, -1.4, 0.2], [-0.5, 1.2, 1.9], [0.3, -0.6, -1.7], [-0.7, -0.4, 0.2], [0.1, 1.1, -0.8], [1.0, 0.0, 0.0], [-0.5, -0.1, 0.4], [0.4, 0.3, 0.7], [0.5, -0.2, -0.3], [-0.1, -0.3, -0.4], [-0.1, 0.1, 1.0], [1.1, 0.9, -0.1], [-0.3, -0.9, 0.3], [0.2, -0.7, -0.5], [0.4, 0.2, 1.0], [-1.0, 2.5, 0.7], [1.1, -1.4, -0.1], [-0.2, 1.1, 1.0], [0.3, 0.8, -1.5], [-0.8, -1.0, -0.3], [2.4, 0.4, 0.3], [-0.3, -0.6, -0.3], [0.4, -0.6, -0.7], [0.1, -0.7, 0.0], [-0.2, 0.3, 0.0], [-0.3, -0.6, -0.3], [-0.1, 0.2, 0.5], [0.6, -0.6, 0.2], [0.0, 0.4, -0.6], [-1.3, -0.4, 0.4], [-0.7, 0.3, 0.4], [3.0, 1.1, 0.7], [-0.3, -0.3, -0.7], [0.2, -2.1, 0.0], [-2.0, 0.8, -0.2], [0.2, -0.4, 0.3], [1.4, 0.3, -0.5], [-0.6, -0.2, 0.3], [-0.1, -0.1, -0.5], [-1.2, 0.4, -0.4], [0.0, 0.5, 0.2], [0.1, -0.7, 0.2], [0.2, 0.2, 0.3], [0.1, 0.3, -0.2], [0.0, 0.5, 0.4], [-1.1, -0.2, 0.2], [-0.1, 0.0, -0.1], [-1.1, 0.7, -0.4], [0.6, 0.1, 1.1], [1.1, 0.6, -1.3], [-2.0, -0.5, 1.1], [0.5, 1.1, 0.3], [-0.3, 1.4, -1.6], [0.0, -0.3, 0.3], [0.4, -0.5, 0.1], [0.1, 0.1, 0.2], [0.1, -1.5, 0.3], [-0.3, 0.7, -0.4], [0.2, -0.2, -0.4], [0.3, -0.3, -0.7], [-0.2, -1.2, -0.1], [0.0, -0.4, 0.3], [0.4, 0.2, 1.1], [0.9, -1.4, -1.2], [0.0, -0.7, 0.3], [-1.3, 1.9, 0.8], [-0.6, -2.5, -1.3], [-0.2, 0.9, 0.0], [0.4, -0.8, 0.9], [-0.1, 0.9, 0.7], [-0.5, -0.1, 0.2], [-0.3, 0.7, 0.0], [1.3, 0.1, 1.0], [0.7, -0.5, -0.9], [0.1, 0.6, -0.1], [0.0, 0.4, 0.4], [-0.2, 0.4, -0.8], [-0.4, -0.3, 0.0], [0.4, 0.2, 0.0], [-0.8, -0.5, -0.3], [1.1, -0.6, 0.5], [-1.9, 0.9, -0.6], [0.1, 0.0, -1.5], [-0.7, 0.0, 0.5], [1.2, -0.9, 3.1], [-0.1, 0.3, -0.1], [-0.1, 0.3, 0.0], [0.6, 0.3, 0.1], [0.5, -0.1, 0.5], [0.1, -0.2, 0.1], [0.3, 0.2, 0.1], [0.2, -0.5, 0.1], [0.1, 0.1, -0.8], [-0.2, 0.1, -0.7], [-0.5, 0.6, -1.0], [-0.2, -0.1, 0.1], [0.6, -0.6, 1.2], [0.2, 0.1, -0.7], [0.3, 0.4, -0.4], [-0.8, 0.3, -0.2], [0.0, 0.0, -0.3], [-0.4, 1.9, 0.6], [-0.2, -0.1, 0.0], [-0.6, -1.7, -0.7], [1.1, -0.1, 0.3], [-0.5, 0.1, 0.0], [0.4, 0.0, 1.0], [-0.2, 0.0, 0.0], [0.3, 0.5, -0.4], [0.0, -0.5, -0.7], [0.3, 0.0, 0.3], [1.2, -0.3, -0.2], [0.0, -0.1, 0.2], [-0.8, -0.7, 0.4], [-0.9, 0.9, -0.5]],
  "mulliken_charge": [-0.901, -0.095, -0.650, 0.163, -0.353, -0.686, 0.322, 0.263, 0.280, 0.149, 0.473, -0.117, 0.455, 0.268, 0.196, 0.289, -0.738, 0.021, -0.804, 0.779, -0.464, -0.513, 0.251, -0.006, 0.483, 0.246, 0.578, -0.393, -0.176, 0.069, 0.251, 0.284, -0.414, -0.415, -0.499, -0.482, 0.065, -0.377, 0.254, 0.262, 0.064, 0.224, 0.357, 0.402, 0.285, -0.128, 0.340, 0.238, -0.327, -0.536, 1.573, -0.848, -0.132, -0.915, 0.323, 0.049, 0.078, -0.343, -0.561, 0.446, 0.302, 0.243, 0.332, 0.352, -1.108, 0.052, -0.361, -0.726, 0.081, -0.895, 0.322, 0.482, 0.286, 0.473, -0.086, 0.290, 0.435, 0.329, 0.185, 0.338, -0.793, -0.075, -0.802, -0.511, 0.136, -0.523, 0.399, 0.211, 0.171, 0.509, 0.120, 0.348, 0.385, 0.315, -0.154, 0.313, -0.175, 1.026, -0.184, -0.618, -0.054, -0.007, 0.201, -0.064, -0.124, -0.187, -0.164, 0.191, -0.184, -0.265, 0.378, -0.217, 2.453, -0.188, -1.138, -0.961],
  "e_homo_ev": -9.532,
  "smiles": "COCCOC.COCCOC.COCCOC.COCCOC.COCCOC.COCCOC.ClCCl.ClCCl.ClCCl.ClCCl",
  "fmax_ev_per_a": 3.40,
  "e_lumo_ev": 0.57,
  "gap_ev": 10.099,
  "relative_energy_kj_mol": 0.0
}

=====

{
  "formula": "C6H9N",
  "method": "wB97M-V/def2-TZVPD",
  "species": ["C", "C", "C", "C", "C", "N", "C", "H", "H", "H", "H", "H", "H", "H", "H", "H"],
  "coordinates": [[-1.7402, 0.7447, -0.4687], [-0.3241, 0.2452, -0.2829], [0.4787, -0.5663, -1.2542], [0.1061, -1.1560, 0.0817], [0.9256, -0.5864, 1.2774], [1.9177, 0.4022, 0.9147], [0.5260, 0.7911, 0.9126], [-2.3861, 0.4604, 0.3793], [-2.2019, 0.3377, -1.3778], [-1.7614, 1.8433, -0.5262], [-0.0913, -0.9596, -2.0963], [1.5242, -0.3821, -1.5207], [-0.5274, -2.0325, 0.1703], [0.9927, -1.0665, 2.2489], [2.3244, 0.2820, -0.0050], [0.2141, 1.6304, 1.5286]],
  "forces_ev_per_a": [[0.0, 0.0, 0.0], [-0.4, 0.1, 0.2], [0.2, -0.1, -0.1], [0.0, -0.2, 0.0], [0.0, -0.3, 0.2], [0.1, 0.0, -0.1], [-0.2, 0.3, 0.0], [0.3, 0.1, -0.2], [0.2, 0.1, 0.2], [0.0, -0.3, -0.1], [0.1, 0.1, 0.3], [-0.4, 0.1, 0.1], [0.1, 0.2, 0.0], [0.0, 0.1, -0.2], [0.0, 0.0, 0.0], [0.0, -0.2, -0.1]],
  "nbo_charge": [-0.607, -0.057, -0.413, -0.260, -0.078, -0.568, -0.076, 0.212, 0.217, 0.214, 0.230, 0.200, 0.222, 0.210, 0.348, 0.206],
  "e_homo_ev": -8.546,
  "smiles": "C[C@]12C[C@H]1[C@H]1N[C@H]12",
  "fmax_ev_per_a": 0.43,
  "e_lumo_ev": 1.10,
  "gap_ev": 9.643,
  "relative_energy_kj_mol": 338.3
}

=====

Number 1: E -241011.6560 eV. Number 2: E -154879.2304 eV. Number 3: E -7854.6531 eV.